Entry 1:
Formula: C15H23ClNb
Source: OMol25
Level of theory: the ωB97M-V functional and the def2-TZVPD basis

Geometry (Å):
C (0.79917, -3.32420, -6.26771)
C (0.05191, -3.94824, -5.10602)
Cl (-1.73208, -4.19837, -5.66867)
C (0.09185, -3.16762, -3.82829)
Nb (2.03036, -3.49731, -2.65910)
H (1.68714, -2.82345, -5.87789)
H (1.11418, -4.06142, -7.00763)
H (0.18696, -2.58569, -6.78933)
H (0.35473, -4.98607, -4.98445)
H (-0.69901, -3.50663, -3.14906)
H (-0.08926, -2.11183, -4.05862)
H (2.71673, -2.36952, -3.94126)
H (2.92730, -4.68732, -3.76604)
H (1.35005, -5.05468, -1.89693)
H (1.51530, -2.14460, -1.47963)
H (3.62305, -3.33278, -1.73748)
C (-1.21801, -0.48753, -0.66281)
C (-0.14581, 0.24863, -0.17699)
C (-0.32288, 1.08974, 0.91233)
C (-1.56751, 1.19474, 1.51986)
C (-2.63819, 0.45554, 1.03619)
C (-2.46144, -0.38360, -0.05605)
H (-1.06654, -1.14415, -1.50965)
H (0.82141, 0.14278, -0.65009)
H (0.51755, 1.65954, 1.29111)
H (-1.70506, 1.84930, 2.37270)
H (-3.60840, 0.53235, 1.51139)
H (-3.29480, -0.96228, -0.43478)
C (0.16872, 3.85950, 3.94425)
C (-0.30153, 3.00216, 4.92874)
C (-0.40735, 3.44361, 6.24026)
C (-0.04282, 4.74207, 6.56726)
C (0.42755, 5.59957, 5.58236)
C (0.53297, 5.15811, 4.27086)
H (0.25115, 3.51338, 2.92184)
H (-0.58328, 1.98889, 4.67180)
H (-0.77311, 2.77360, 7.00784)
H (-0.12444, 5.08608, 7.59059)
H (0.71263, 6.61244, 5.83716)
H (0.90084, 5.82527, 3.50191)

Forces on atoms 1 to 6 (eV/Å):
C 0.163 0.252 -0.158
C -0.081 -0.302 -0.034
Cl 0.036 -0.015 -0.037
C 0.236 0.781 -0.064
Nb -1.187 -0.290 0.419
H 0.005 -0.083 -0.040

Total charge: -1
E_HOMO, eV: -5.13
HOMO-LUMO gap, hartree: 0.275

Results of the Mulliken charge analysis, in e, for atoms 1 through 8: atom 1 (C): -1.10, atom 2 (C): 0.43, atom 3 (Cl): -0.32, atom 4 (C): -1.53, atom 5 (Nb): -0.79, atom 6 (H): 0.24, atom 7 (H): 0.33, atom 8 (H): 0.35

***

Entry 2:
Formula: C4H8N2O
Source: OMol25
Level of theory: the ωB97M-V functional and the def2-TZVPD basis

Geometry (Å):
C (-1.59226, 0.01217, 0.76520)
C (-0.59727, 1.10249, 0.27045)
C (1.93019, -0.26116, -1.59721)
C (-0.79702, -1.37065, 0.91412)
N (1.27524, 0.41803, -0.75977)
N (0.04853, 0.83585, -0.87714)
O (0.19303, -1.61452, 1.57777)
H (-1.81521, 0.20572, 1.81410)
H (-2.46631, -0.03339, 0.06340)
H (-1.25412, 1.93861, 0.20524)
H (0.12233, 1.38141, 1.00997)
H (1.55610, -0.56821, -2.63782)
H (2.86702, -0.40142, -1.29246)
H (-1.36735, -2.29614, 0.45915)
H (1.89709, 0.65121, 0.08503)

Forces on atoms 1 to 6 (eV/Å):
C 2.328 -1.618 -0.099
C -1.760 0.385 2.705
C -1.794 -0.976 -4.319
C -1.721 -1.430 -0.038
N -1.241 1.230 2.164
N 1.428 -0.929 -3.559

E_HOMO (alpha / beta), eV: -7.66 / -7.66
HOMO-LUMO gap (alpha / beta), hartree: 0.317 / 0.317
Energy relative to the best compared isomer or geometry (same formula, charge and spin), kcal per mole: 115.6

Results of the Mulliken charge analysis, in e, for atoms 1 through 8: atom 1 (C): -0.46, atom 2 (C): -0.58, atom 3 (C): -0.41, atom 4 (C): 0.00, atom 5 (N): 0.30, atom 6 (N): -0.83, atom 7 (O): -0.48, atom 8 (H): 0.29

***

Entry 3:
Formula: C8H18BrClO7P2
Source: OMol25
Level of theory: the ωB97M-V functional and the def2-TZVPD basis

Geometry (Å):
O (-2.28989, -4.08580, 0.65038)
P (-2.71477, -2.65696, 1.29834)
Br (-1.29255, -1.21059, 0.37349)
P (-4.64820, -2.34064, 0.27534)
Cl (-4.51317, -0.55224, -0.72502)
H (-2.47875, -4.08445, -0.30247)
H (-5.38926, -2.04419, 1.43517)
C (1.45748, -0.60408, -6.36710)
C (1.72023, -0.89026, -4.90489)
O (1.12613, 0.09923, -4.05030)
C (-0.18523, -0.02097, -3.86321)
O (-0.89252, -0.88087, -4.31687)
O (-0.58173, 0.97875, -3.07802)
C (-1.99215, 1.01982, -2.84441)
H (1.78153, 0.40561, -6.62017)
H (1.99705, -1.31350, -6.99374)
H (0.39640, -0.67947, -6.59676)
H (2.78669, -0.84447, -4.69836)
H (1.36983, -1.88183, -4.62279)
H (-2.35381, 0.06496, -2.47378)
H (-2.52176, 1.29536, -3.75471)
H (-2.16246, 1.78161, -2.08992)
C (1.45280, -0.22045, 2.44203)
C (0.31549, 0.64353, 2.94474)
O (0.39744, 0.82434, 4.36961)
C (1.30467, 1.70206, 4.78490)
O (2.02869, 2.36278, 4.08921)
O (1.27284, 1.72770, 6.11749)
C (2.25172, 2.58254, 6.71347)
H (1.47844, -1.16595, 2.98504)
H (1.33768, -0.42977, 1.38117)
H (2.41097, 0.27393, 2.59095)
H (-0.63874, 0.16129, 2.76634)
H (0.29672, 1.61003, 2.44232)
H (2.19461, 3.58709, 6.30306)
H (3.24959, 2.17472, 6.56453)
H (2.02801, 2.61113, 7.77494)

Forces on atoms 1 to 6 (eV/Å):
O -0.295 0.358 -0.667
P 0.476 -0.003 1.479
Br -0.289 -0.075 -0.389
P -0.200 -0.501 -1.067
Cl -0.231 0.029 0.340
H 0.198 -0.412 0.047

Structure (SMILES): OP(Br)#[PH]Cl.CCOC(=O)OC.CCOC(=O)OC
E_HOMO, eV: -9.09
HOMO-LUMO gap, hartree: 0.317

Results of the Mulliken charge analysis, in e, for atoms 1 through 8: atom 1 (O): -0.42, atom 2 (P): 0.23, atom 3 (Br): -0.04, atom 4 (P): 0.00, atom 5 (Cl): -0.16, atom 6 (H): 0.32, atom 7 (H): 0.10, atom 8 (C): -1.10

***

Entry 4:
Formula: C6H16BaFO6S2
Source: OMol25
Level of theory: the ωB97M-V functional and the def2-TZVPD basis

Geometry (Å):
Ba (1.11358, -3.34786, 1.14905)
F (-0.61322, -1.52575, 0.19678)
O (-3.35436, -0.73079, 3.39866)
S (-4.26757, -1.71240, 2.87357)
O (-5.46210, -2.08574, 3.60878)
O (-4.75178, -1.15268, 1.36734)
C (-3.95115, -0.48060, 0.49612)
C (-4.66748, 0.50378, -0.34794)
C (-3.32891, -3.22114, 2.28867)
H (-3.35635, -1.14189, -0.13397)
H (-3.16912, 0.04937, 1.03985)
H (-5.33522, 1.07818, 0.29416)
H (-5.21819, -0.05592, -1.10393)
H (-3.80891, 0.93292, -0.86448)
H (-2.78056, -3.60724, 3.14793)
H (-2.58827, -2.80991, 1.60277)
H (-4.12180, -3.78592, 1.79829)
O (2.54573, 2.69122, 0.12246)
S (2.44834, 2.00243, -1.16343)
O (1.39825, 2.33559, -2.11277)
O (3.85589, 2.15508, -1.98339)
C (4.99449, 1.60464, -1.43682)
C (6.09377, 2.46227, -1.97259)
C (2.32764, 0.14282, -0.99331)
H (5.01193, 0.53498, -1.64567)
H (5.03763, 1.74551, -0.35682)
H (5.84408, 3.46056, -1.61315)
H (6.23436, 2.48137, -3.05330)
H (7.01589, 2.11876, -1.50376)
H (3.22725, -0.25681, -0.52523)
H (2.23988, -0.20238, -2.02347)
H (1.38628, -0.18244, -0.55041)

Forces on atoms 1 to 6 (eV/Å):
Ba -1.425 1.504 -0.747
F 1.474 -1.581 0.795
O -0.357 -0.705 -0.004
S 0.014 0.352 -1.540
O 1.502 0.357 -1.297
O -2.286 -2.380 3.245

Spin multiplicity: 2
E_HOMO (alpha / beta), eV: -5.73 / -10.38
HOMO-LUMO gap (alpha / beta), hartree: 0.185 / 0.343
<S²>: 0.750

Results of the Mulliken charge analysis, in e, for atoms 1 through 8: atom 1 (Ba): 0.79, atom 2 (F): -0.74, atom 3 (O): -0.59, atom 4 (S): 1.10, atom 5 (O): -0.58, atom 6 (O): -0.33, atom 7 (C): -0.13, atom 8 (C): -1.27

***

no.,DFT total energy (eV)
1,-29995.668
2,-9301.382
3,-124064.559
4,-43844.686